{"formula": "C8H21KNO3", "method": "ωB97M-V with the def2-TZVPD basis set", "s_squared": 0.75, "total_charge": 2, "lumo_ev": [-6.7, -12.0], "spin_multiplicity": 2, "species": ["K", "C", "O", "C", "C", "N", "C", "C", "O", "C", "H", "H", "H", "H", "H", "H", "H", "H", "H", "H", "H", "H", "H", "H", "H", "C", "C", "O", "H", "H", "H", "H", "H", "H"], "coordinates": [[0.3973, 0.5068, -1.5295], [2.2545, 3.7898, -1.0547], [1.7721, 2.7601, -0.2215], [0.8161, 3.2360, 0.6764], [0.5122, 2.1462, 1.6693], [-0.3299, 1.1663, 1.0842], [-0.9203, 0.1907, 1.9990], [-1.7963, -0.8163, 1.2690], [-2.5936, -1.4343, 2.2850], [-3.4378, -2.4384, 1.7518], [1.4688, 4.3965, -1.5050], [2.7649, 3.4802, -1.9667], [2.9154, 4.4035, -0.4425], [-0.0815, 3.6949, 0.2618], [1.3408, 3.9905, 1.2625], [-0.0542, 2.5286, 2.5185], [1.3628, 1.5553, 2.0091], [-1.0193, 1.6660, 0.5409], [-1.5062, 0.6594, 2.7896], [-0.0254, -0.2569, 2.4312], [-1.2137, -1.5347, 0.6923], [-2.4241, -0.3497, 0.5099], [-2.8599, -3.2390, 1.2899], [-4.1654, -2.0140, 1.0599], [-4.0255, -2.9182, 2.5343], [1.0498, -2.6113, -3.4313], [1.4152, -3.0741, -2.0561], [0.8886, -2.2193, -1.0358], [1.5844, -3.3191, -4.0648], [1.3220, -1.5740, -3.6262], [-0.0305, -2.6323, -3.5755], [2.5042, -3.0991, -2.0930], [1.0104, -4.0674, -1.8620], [1.1046, -2.5726, -0.1697]], "nbo_charge": [0.9720, -0.2859, -0.5486, -0.1063, -0.2959, -0.1557, -0.2940, -0.0839, -0.5058, -0.2681, 0.1906, 0.2246, 0.2133, 0.1976, 0.2352, 0.3052, 0.2721, 0.3957, 0.3113, 0.2503, 0.1905, 0.1711, 0.1827, 0.1832, 0.2336, -0.6230, -0.0739, -0.8050, 0.2600, 0.1759, 0.2128, 0.1836, 0.1939, 0.4908]}